Entry 1:
The following is a DFT calculation (the ωB97M-V functional and the def2-TZVPD basis) of a cluster of 13 separate species, C6H39NO13 in total.

**E_HOMO**: -9.627 eV
**Net charge**: 0
**ΔE to the lowest compared entry with this formula, charge and spin**: 181.6 kcal/mol
**E_tot**: -34957.969 eV
**HOMO-LUMO gap**: 9.5 eV

Each line ends with the natural charge from an NBO analysis.
Element x y z (Å)
C: -0.70740 -0.40971 0.70183  -0.47
C: 0.27670 -1.58485 0.34799  -0.05
O: -0.43554 -2.31110 -0.56914  -0.74
C: -0.35531 0.82130 0.00420  -0.23
N: 0.33232 1.89240 0.89647  -0.67
C: 1.38948 4.17265 0.90765  -0.62
C: 0.56511 3.08700 0.05571  -0.03
C: 1.57198 2.78619 -1.15341  -0.65
H: -0.68667 -0.29753 1.80421  0.22
H: -1.66328 -0.69568 0.44458  0.22
H: 0.61071 -2.32962 1.09918  0.21
H: 1.06747 -1.06999 -0.20460  0.14
H: -0.72953 -1.79028 -1.29152  0.48
H: 0.38958 0.60234 -0.82528  0.19
H: -1.29572 1.35901 -0.30890  0.19
H: 1.34071 1.50672 1.09725  0.35
H: 0.98058 4.24033 1.85830  0.20
H: 2.50498 4.07209 0.90740  0.21
H: 1.15803 5.06423 0.31380  0.21
H: -0.44364 3.54793 -0.35265  0.19
H: 0.97273 2.21313 -1.88726  0.22
H: 2.42758 2.32066 -0.74946  0.19
H: 2.06687 3.68447 -1.66809  0.22
H: -2.41279 -2.61064 3.08733  0.46
H: -2.06308 -1.32923 3.19515  0.47
O: -1.62598 -2.14564 3.11635  -0.93
H: 3.90475 0.66563 -2.25343  0.48
H: 3.43866 0.76128 -0.77460  0.47
O: 4.19526 0.70298 -1.35212  -0.94
H: 2.45819 -0.51557 1.46887  0.49
H: 3.60479 -1.17800 2.07755  0.48
O: 3.33827 -0.80395 1.28929  -0.96
H: 3.11219 -2.10951 -0.27040  0.50
H: 3.36807 -3.08930 -1.29605  0.46
O: 2.64747 -2.72626 -0.97512  -0.95
H: -3.72039 1.16965 3.22275  0.48
H: -2.52807 1.83205 2.64632  0.48
O: -2.99785 0.86432 2.59169  -0.95
H: -4.50023 -2.34306 1.14143  0.46
H: -4.15848 -0.85575 1.10393  0.47
O: -4.85553 -1.60274 0.86005  -0.93
H: -2.10279 -4.23847 1.32668  0.47
H: -1.72791 -3.15403 0.29435  0.49
O: -2.43406 -3.53884 0.79086  -0.98
H: 2.83424 1.29173 2.96518  0.49
H: 1.23413 0.93471 3.11803  0.51
O: 2.16747 0.66115 2.98308  -0.98
H: -3.16302 2.04080 0.25743  0.45
H: -4.37948 2.85247 -0.31443  0.48
O: -3.92308 1.98191 -0.15048  -0.93
H: -2.31729 -3.09994 -2.30181  0.46
H: -1.11754 -3.93111 -2.62864  0.48
O: -1.80686 -3.37943 -2.97465  -0.94
H: -0.78127 -0.96900 -4.52065  0.50
H: -0.75329 0.71077 -4.84523  0.48
O: -0.80468 -0.23811 -5.23549  -0.97
H: 2.25050 -1.31701 -2.21953  0.50
H: 2.41509 -1.29533 -3.79502  0.47
O: 1.86685 -0.88018 -3.05695  -0.99

=====

Entry 2:
The following is a DFT calculation (the ωB97M-V functional and the def2-TZVPD basis) of a cluster of 13 separate species, C6H39NO13 in total.

**E_HOMO**: -8.744 eV
**Net charge**: 0
**ΔE to the lowest compared entry with this formula, charge and spin**: 85.3 kcal/mol
**E_tot**: -34962.145 eV
**HOMO-LUMO gap**: 8.8 eV

Each line ends with the natural charge from an NBO analysis.
Element x y z (Å)
C: -2.05650 -1.11708 0.94340  -0.21
N: -0.71500 -0.43889 0.78125  -0.70
C: -0.83086 0.72315 -0.17612  -0.08
C: 0.48215 0.58629 -1.02058  0.09
C: 0.68616 1.93501 -1.65367  -0.67
O: 1.61351 0.32790 -0.12566  -0.80
C: -1.04498 2.07771 0.42842  -0.68
C: -1.96773 -2.13750 2.17378  -0.62
H: -2.72707 -0.25131 1.04212  0.19
H: -2.25417 -1.54185 -0.01471  0.18
H: -0.31458 -0.08274 1.65899  0.39
H: -1.68954 0.40512 -0.81798  0.22
H: 0.24906 -0.20161 -1.77095  0.18
H: 1.46267 2.54659 -1.16131  0.22
H: -0.21207 2.53849 -1.77476  0.23
H: 0.95617 1.94058 -2.74599  0.22
H: 2.44669 0.63620 -0.52475  0.51
H: -0.89561 1.99606 1.49046  0.23
H: -2.09693 2.46545 0.38967  0.22
H: -0.54627 2.96577 0.08775  0.23
H: -2.95536 -2.51285 2.37996  0.21
H: -1.22342 -2.99302 1.97082  0.22
H: -1.57442 -1.57200 3.01270  0.21
H: 2.37606 0.12163 2.55249  0.47
H: 1.91729 -1.27990 2.40900  0.51
O: 2.14750 -0.62751 3.11450  -0.96
H: -0.78369 -2.66319 -0.54307  0.50
H: 0.01092 -3.91828 -1.18903  0.49
O: -0.29110 -3.48861 -0.30739  -0.98
H: 3.57203 -2.39697 -2.57373  0.50
H: 2.71099 -2.35724 -1.14934  0.52
O: 2.75564 -2.61450 -2.08505  -1.01
H: 3.57402 2.74479 -1.66671  0.48
H: 3.47152 2.29574 -0.24355  0.50
O: 3.60661 1.92907 -1.12452  -0.98
H: 1.94822 2.20129 1.07071  0.48
H: 2.86878 2.60895 2.19390  0.51
O: 2.59928 2.86391 1.29232  -0.98
H: -4.98356 0.19873 -1.53519  0.47
H: -3.72986 -0.26482 -2.36209  0.49
O: -4.10331 -0.06095 -1.51947  -0.98
H: 1.40817 3.07102 4.27409  0.48
H: 1.32559 1.53259 3.80898  0.50
O: 1.91179 2.28462 4.08185  -1.00
H: -2.49616 2.56169 -2.44094  0.47
H: -2.31500 1.31273 -3.27047  0.48
O: -2.24820 2.27125 -3.32120  -0.95
H: -0.02138 -3.07941 -3.33321  0.48
H: 0.85207 -2.34853 -2.31176  0.52
O: -0.02927 -2.34713 -2.70399  -1.00
H: 1.08007 -1.47068 0.66273  0.52
H: 0.95837 -2.94210 1.08326  0.50
O: 1.60225 -2.22634 0.99974  -1.02
H: -1.51199 -1.08841 -3.04264  0.52
H: -2.65465 -1.22219 -4.02714  0.48
O: -2.36474 -0.73417 -3.28784  -0.98
H: 0.73498 -0.08688 3.72123  0.51
H: -0.58810 0.33212 4.48925  0.48
O: -0.10306 0.59215 3.71143  -1.01

=====

Entry 3:
The following is a DFT calculation (the ωB97M-V functional and the def2-TZVPD basis) of a cluster of 15 separate species, C6H39NO14 in total.

**E_HOMO**: -8.306 eV
**Net charge**: 0
**ΔE to the lowest compared entry with this formula, charge and spin**: 124.1 kcal/mol
**E_tot**: -37008.213 eV
**HOMO-LUMO gap**: 8.4 eV

Each line ends with the natural charge from an NBO analysis.
Element x y z (Å)
C: -1.34713 -3.47905 2.22867  -0.40
N: -1.13101 -2.19133 1.53511  -0.66
C: 0.19274 -1.84461 1.09805  0.08
C: 1.23388 -1.81192 1.93318  -0.23
C: 1.40232 -2.22139 3.37901  -0.66
C: 1.36909 -1.64014 -1.06937  -0.35
C: 0.30873 -1.30001 -0.26830  -0.24
H: -0.81136 -4.19228 1.67712  0.18
H: -2.40302 -3.72421 2.21710  0.21
H: -1.07180 -3.46241 3.31213  0.19
H: -1.89039 -2.06192 0.97725  0.38
H: 2.08504 -1.18161 1.53283  0.23
H: 1.78579 -3.18380 3.67203  0.23
H: 0.41958 -2.13853 3.93406  0.21
H: 2.09432 -1.42442 3.70922  0.22
H: 1.38029 -1.36443 -2.07563  0.19
H: 2.15451 -2.21012 -0.88039  0.19
H: -0.44134 -0.59077 -0.72306  0.23
H: -2.96466 1.21465 1.68631  0.51
H: -2.09526 -0.13522 1.93111  0.50
O: -2.70201 0.34046 1.33282  -1.03
H: 1.42671 -4.54157 1.25458  0.47
H: 2.45237 -4.00192 0.18635  0.48
O: 2.15264 -4.72647 0.71672  -0.95
H: -1.25237 3.45398 0.39969  0.51
H: -2.19058 2.91559 -0.66469  0.48
O: -2.09654 3.70683 -0.13755  -1.00
H: 2.10819 1.33119 -1.27880  0.51
H: 3.03158 2.21939 -2.14770  0.49
O: 2.74639 1.99842 -1.24877  -0.95
H: -1.71571 -1.97265 -2.80778  0.49
H: -1.79639 -2.93107 -4.04161  0.48
O: -2.21854 -2.17552 -3.59748  -0.97
H: 5.02764 0.53924 0.06783  0.43
H: 4.18931 1.44551 -0.73704  0.49
O: 5.22157 1.20275 -0.57001  -0.98
H: -0.01852 2.68341 -2.30538  0.51
H: -0.42996 1.05446 -2.25173  0.50
O: 0.28006 1.71873 -2.07994  -1.08
H: -3.72695 0.14196 -0.10725  0.52
H: -4.83688 -0.49136 -1.19966  0.49
O: -4.11333 0.15109 -1.05562  -1.02
H: -0.49018 1.26306 0.98650  0.49
H: -0.04336 1.75280 -0.34862  0.51
O: -0.36698 2.09309 0.52106  -1.01
H: -2.53678 0.23503 -1.93274  0.52
H: -2.04822 0.06233 -3.40246  0.51
O: -1.74498 0.17784 -2.47167  -1.00
H: 4.40466 -2.75236 0.90109  0.48
H: 4.40983 -1.34740 0.61157  0.47
O: 3.81630 -2.07746 0.57520  -0.94
H: -0.98406 4.30781 -1.58355  0.51
H: 0.15947 4.75111 -2.70025  0.51
O: -0.59881 4.18998 -2.47076  -0.98
H: 1.19451 4.17725 -0.14901  0.48
H: 2.49173 4.51757 -0.84392  0.48
O: 1.67822 4.89937 -0.56907  -0.95
H: -3.03723 3.28525 1.62945  0.51
H: -4.44129 2.67497 1.57582  0.48
O: -3.67181 2.67084 2.13791  -0.96

=====

Entry 4:
The following is a DFT calculation (the ωB97M-V functional and the def2-TZVPD basis) of a structure of composition C6H3BrClNO10STc.

**2S+1**: 4
**E_HOMO (alpha / beta)**: -10.195 / -10.170 eV
**Net charge**: 0
**ΔE to the lowest compared entry with this formula, charge and spin**: 0.0 kcal/mol
**E_tot**: -123826.313 eV
**HOMO-LUMO gap (alpha / beta)**: 8.3 / 6.2 eV

Each line ends with the Löwdin spin population.
Element x y z (Å)
Tc: 1.91492 -0.41839 2.41296  0.62
O: 3.56453 -1.16823 0.96626  0.21
Cl: 4.33063 -0.19378 0.15001  0.36
O: 3.71416 0.19728 -1.11123  0.44
O: 2.82290 -1.01227 3.63553  0.01
O: 2.41966 1.13376 1.95742  0.34
O: 0.59647 -1.95188 2.15039  0.01
S: -0.61004 -1.24318 2.80117  0.01
O: -1.06885 -1.90686 3.96763  0.00
O: 0.24623 0.05592 3.21475  0.01
O: -1.56366 -0.83927 1.81265  0.00
Br: -3.68429 -1.68793 -2.68885  0.00
C: -2.44516 -0.30567 -2.38687  0.01
C: -2.39905 0.77857 -3.26378  0.03
N: -1.55843 1.79500 -3.12322  0.00
C: -0.72739 1.77134 -2.08788  0.03
C: -0.70639 0.72117 -1.17616  0.05
C: -1.59199 -0.34560 -1.30716  0.02
C: 0.26781 0.71926 -0.05352  0.05
O: 0.24224 1.86287 0.53673  0.77
O: 0.95921 -0.23998 0.26461  0.02
H: -3.07779 0.81803 -4.10756  0.00
H: -0.04402 2.60563 -1.98431  0.00
H: -1.60170 -1.14579 -0.57956  0.00